Record 1
C16H41AlBBeBrCl2CsFNO12PS3 | ωB97M-V/def2-TZVPD

Each line ends with the Mulliken charge.
Cartesian coordinates (Å):
C (1.44, 0.75, 3.01)  -1.2637
C (2.63, 0.20, 2.21)  -0.4273
N (2.53, -0.21, 0.79)  0.4705
C (2.07, 0.85, -0.14)  0.0826
C (3.17, 1.27, -1.10)  -1.5129
C (1.98, -1.49, 0.54)  -0.0973
S (2.66, -2.47, -0.55)  -0.0111
S (0.56, -2.00, 1.49)  -0.1247
C (-0.54, -2.67, 0.20)  -0.2634
C (-1.89, -2.97, 0.84)  -0.7450
C (-2.68, -1.76, 1.39)  0.1510
P (-2.85, -0.28, 0.29)  1.2463
O (-1.42, 0.43, 0.75)  -0.3574
Br (-5.24, -1.20, -0.36)  -0.3622
C (-2.55, -0.37, -1.53)  -0.2718
C (-3.57, 0.38, -2.42)  -1.7097
B (-3.73, 1.39, 1.00)  0.4962
C (-3.10, 2.73, 0.55)  -0.9171
O (-4.77, 1.24, 1.82)  -0.5987
H (1.84, 1.25, 3.89)  0.4440
H (0.76, -0.02, 3.36)  0.4164
H (0.88, 1.49, 2.44)  0.2123
H (3.04, -0.67, 2.75)  0.4727
H (3.40, 0.98, 2.21)  -0.0242
H (1.71, 1.71, 0.42)  0.3898
H (1.24, 0.45, -0.74)  -0.1201
H (2.79, 2.01, -1.81)  0.4640
H (3.98, 1.76, -0.55)  0.2822
H (3.56, 0.42, -1.65)  0.3013
H (-0.56, -2.02, -0.68)  -0.3557
H (-0.10, -3.61, -0.13)  0.7847
H (-1.69, -3.61, 1.71)  0.4467
H (-2.48, -3.62, 0.18)  -0.3325
H (-3.66, -2.14, 1.68)  0.5546
H (-2.22, -1.40, 2.38)  0.4342
H (-0.64, 0.16, 0.26)  -0.2029
H (-1.55, -0.01, -1.73)  0.2225
H (-2.56, -1.42, -1.86)  0.3801
H (-4.28, -0.29, -2.91)  0.4955
H (-3.02, 0.88, -3.21)  0.5326
H (-4.13, 1.16, -1.89)  0.1562
H (-3.86, 3.50, 0.41)  0.3482
H (-2.40, 3.07, 1.32)  0.3578
H (-2.51, 2.64, -0.36)  0.3309
H (-4.94, 2.01, 2.39)  0.3163
Be (6.08, 1.95, 2.27)  0.3173
C (8.71, 1.79, 5.15)  -0.5908
O (8.20, 3.07, 4.76)  -0.5141
H (7.88, 1.09, 5.05)  0.2117
H (9.52, 1.47, 4.49)  0.2901
H (9.05, 1.78, 6.18)  0.3152
H (8.90, 3.72, 4.85)  0.3046
Cl (-6.02, -1.48, 1.62)  -0.0704
C (-5.40, 3.30, -3.91)  -0.4422
O (-3.98, 3.45, -4.02)  -0.4842
H (-5.59, 2.71, -3.02)  0.0626
H (-5.89, 4.27, -3.79)  0.3252
H (-5.80, 2.78, -4.78)  0.2809
H (-3.82, 3.98, -4.81)  0.2923
C (-8.84, -0.57, -1.90)  0.8148
O (-7.81, -1.19, -2.29)  -0.4821
O (-9.02, -0.28, -0.61)  -0.4190
O (-9.69, -0.23, -2.72)  -0.3729
H (-8.27, -0.63, -0.12)  0.2548
C (-0.49, -2.04, -6.04)  -1.0837
S (-0.63, -1.60, -4.31)  0.5740
O (-1.04, -0.17, -4.22)  -0.6237
C (1.12, -1.67, -3.95)  -0.5163
H (-1.49, -2.01, -6.47)  0.3808
H (0.15, -1.31, -6.54)  0.3272
H (-0.09, -3.05, -6.12)  0.3846
H (1.65, -0.97, -4.59)  0.4108
H (1.49, -2.68, -4.10)  0.4439
H (1.26, -1.39, -2.90)  -0.3311
F (-2.59, -1.32, 3.78)  -0.6797
Cs (-5.01, -3.73, -0.98)  1.1307
O (10.17, -1.67, 4.03)  -0.4968
Cl (10.99, -1.37, 5.16)  1.6693
O (12.23, -0.79, 4.72)  -0.4601
O (11.29, -2.55, 5.93)  -0.4605
O (10.27, -0.46, 6.02)  -0.4599
Al (5.26, -0.71, 1.55)  0.6046

Values from the calculation:
Charge = +2
Frontier orbital gap = 0.78 eV
Max |F| = 0.1311 Eh/bohr

=====

Record 2
C16H41ClN2O10 | ωB97M-V/def2-TZVPD

Each line ends with the natural charge from an NBO analysis.
Cartesian coordinates (Å):
C (4.44, 3.96, -3.28)  -0.6243
C (5.05, 2.63, -2.84)  -0.2031
N (4.06, 1.77, -2.15)  -0.2758
C (3.47, 2.05, -0.96)  -0.0551
C (2.66, 1.03, -0.69)  -0.0362
N (2.71, 0.20, -1.76)  -0.2705
C (3.58, 0.66, -2.61)  0.2446
C (1.73, -0.84, -2.04)  -0.4287
H (3.90, 3.82, -4.22)  0.2296
H (5.24, 4.66, -3.54)  0.2295
H (3.82, 4.43, -2.53)  0.2259
H (5.81, 2.83, -2.07)  0.2158
H (5.48, 2.09, -3.67)  0.2224
H (3.71, 2.91, -0.37)  0.2480
H (2.00, 0.87, 0.15)  0.2888
H (3.61, 0.32, -3.63)  0.2339
H (2.22, -1.74, -2.37)  0.2280
H (1.02, -0.45, -2.77)  0.2280
H (1.20, -0.97, -1.12)  0.2663
Cl (-0.21, -0.48, 1.00)  -0.8622
C (-0.71, 2.76, 3.66)  -0.0942
C (-0.69, 3.09, 2.18)  -0.1042
O (0.49, 2.53, 1.56)  -0.7972
O (0.24, 3.57, 4.37)  -0.7227
H (-0.40, 1.72, 3.81)  0.1755
H (-1.70, 2.88, 4.10)  0.1851
H (-0.69, 4.17, 2.04)  0.1817
H (-1.61, 2.66, 1.76)  0.1798
H (0.22, 1.65, 1.19)  0.4989
H (1.08, 3.27, 3.98)  0.4627
C (0.04, -4.19, 0.09)  -0.0942
C (0.73, -5.34, -0.61)  -0.0759
O (0.29, -5.50, -1.92)  -0.7187
O (-0.23, -3.14, -0.90)  -0.8014
H (0.67, -3.77, 0.89)  0.1836
H (-0.91, -4.49, 0.55)  0.1757
H (0.48, -6.24, -0.03)  0.1724
H (1.82, -5.21, -0.57)  0.1433
H (-0.11, -4.64, -2.14)  0.4867
H (-0.18, -2.27, -0.47)  0.5071
C (-0.36, 2.39, -1.59)  -0.0832
C (-0.18, 3.26, -2.74)  -0.0834
O (0.59, 2.66, -3.78)  -0.7434
O (-1.20, 1.32, -1.96)  -0.7528
H (-0.74, 3.01, -0.76)  0.1813
H (0.61, 1.99, -1.25)  0.1477
H (0.39, 4.14, -2.44)  0.1749
H (-1.15, 3.63, -3.12)  0.1773
H (0.20, 1.82, -4.02)  0.4724
H (-1.38, 0.77, -1.18)  0.5027
C (-3.84, -2.45, -0.08)  -0.0913
C (-3.69, -1.21, -0.89)  -0.0969
O (-3.21, -0.15, -0.08)  -0.7659
O (-5.02, -2.37, 0.72)  -0.7271
H (-2.97, -2.61, 0.56)  0.1680
H (-3.97, -3.30, -0.75)  0.1760
H (-4.69, -0.86, -1.15)  0.1809
H (-3.10, -1.37, -1.80)  0.1694
H (-2.33, -0.39, 0.30)  0.4890
H (-5.17, -1.42, 0.87)  0.4720
C (-1.82, -1.67, 4.52)  -0.0870
C (-2.64, -2.86, 4.80)  -0.0852
O (-2.76, -3.79, 3.75)  -0.7311
O (-2.30, -0.87, 3.47)  -0.7513
H (-0.77, -1.95, 4.41)  0.1629
H (-1.88, -1.08, 5.45)  0.1558
H (-3.67, -2.47, 4.98)  0.1553
H (-2.31, -3.19, 5.79)  0.1780
H (-3.35, -3.43, 3.07)  0.4869
H (-1.57, -0.80, 2.81)  0.4999

Values from the calculation:
Frontier orbital gap = 8.89 eV
Max |F| = 0.0500 Eh/bohr

=====

Record 3
C16H41N4O8Sn | ωB97M-V/def2-TZVPD

Each line ends with the natural charge from an NBO analysis.
Cartesian coordinates (Å):
Sn (1.85, -2.37, 3.30)  1.6133
N (1.29, 1.51, 2.38)  0.7283
O (1.59, 0.31, 2.77)  -0.7493
O (0.19, 1.96, 2.65)  -0.3877
O (2.15, 2.11, 1.75)  -0.4361
C (-1.73, -0.60, 2.30)  -0.2649
O (-2.23, -1.92, 2.37)  -0.5415
C (-1.91, -2.64, 1.14)  -0.0605
C (-3.01, -3.68, 1.01)  -0.2566
N (-2.91, -4.76, 1.99)  -0.5988
C (-3.72, -5.93, 1.61)  -0.2407
C (-5.17, -5.73, 1.99)  -0.0747
O (-5.81, -4.78, 1.15)  -0.5569
C (-6.96, -4.20, 1.75)  -0.2517
H (-0.64, -0.53, 2.49)  0.1383
H (-2.16, -0.06, 3.14)  0.2151
H (-1.97, -0.08, 1.37)  0.1881
H (-0.88, -2.99, 1.32)  0.1132
H (-2.08, -1.91, 0.35)  0.2080
H (-3.00, -3.93, -0.07)  0.1772
H (-3.94, -3.17, 1.22)  0.2381
H (-1.94, -5.08, 1.90)  0.3258
H (-3.33, -6.76, 2.21)  0.2056
H (-3.60, -6.13, 0.54)  0.1832
H (-5.27, -5.36, 3.01)  0.1762
H (-5.73, -6.67, 1.91)  0.1773
H (-6.76, -3.80, 2.74)  0.1708
H (-7.78, -4.93, 1.77)  0.1743
H (-7.24, -3.42, 1.04)  0.1986
C (-1.36, 2.12, -2.93)  -0.2497
O (-1.50, 1.49, -1.67)  -0.5543
C (-1.70, 2.41, -0.57)  -0.0715
C (-0.58, 3.40, -0.29)  -0.2677
N (-0.56, 4.58, -1.17)  -0.6179
C (0.45, 5.56, -0.77)  -0.2432
C (1.89, 5.14, -1.09)  -0.0912
O (1.86, 4.73, -2.44)  -0.5490
C (2.93, 3.87, -2.77)  -0.2472
H (-1.18, 1.29, -3.63)  0.1868
H (-0.45, 2.72, -3.01)  0.1572
H (-2.25, 2.68, -3.22)  0.1802
H (-1.64, 1.78, 0.32)  0.1775
H (-2.66, 2.89, -0.74)  0.1862
H (0.40, 2.91, -0.19)  0.1683
H (-0.75, 3.81, 0.71)  0.2081
H (-0.20, 4.28, -2.07)  0.3599
H (0.25, 5.76, 0.29)  0.1972
H (0.19, 6.51, -1.24)  0.2030
H (2.14, 4.34, -0.39)  0.1671
H (2.58, 5.97, -0.90)  0.1808
H (3.85, 4.44, -2.96)  0.1800
H (2.73, 3.19, -3.59)  0.1894
H (3.09, 3.12, -1.98)  0.1535
C (4.46, -1.86, -0.92)  -0.6301
C (4.38, -0.62, -0.03)  -0.0685
C (4.21, 0.71, -0.73)  -0.0911
O (5.42, 0.90, -1.42)  -0.5282
C (5.34, 0.96, -2.82)  -0.2624
N (3.32, -0.85, 1.01)  -0.8510
H (4.40, -2.73, -0.28)  0.2094
H (5.45, -1.77, -1.36)  0.2449
H (3.73, -1.79, -1.73)  0.2136
H (5.33, -0.58, 0.50)  0.2061
H (4.04, 1.52, -0.01)  0.2070
H (3.25, 0.78, -1.27)  0.1839
H (6.31, 0.72, -3.27)  0.2013
H (5.27, 1.99, -3.19)  0.1838
H (4.60, 0.27, -3.24)  0.1741
H (3.15, 0.02, 1.52)  0.4281
H (2.49, -1.12, 0.48)  0.3637

Values from the calculation:
Charge = +1
Frontier orbital gap = 2.70 eV
Max |F| = 0.0684 Eh/bohr